[1]
# C45H74BrO15PS

11 unconnected molecules or ions with the total composition C45H74BrO15PS (ωB97M-V/def2-TZVPD, the Open Molecules 2025 dataset).

The energy comes out at -6201.12185 a.u. The SMILES is CP(C)c1ccc2c(c1COO)C(=O)C(CC(=O)Br)=C(S)C2=O.CC(C)=O.CC(C)=O.CC(C)=O.CC(C)=O.CC(C)=O.CC(C)=O.CC(C)=O.CC(C)=O.CC(C)=O.CC(C)=O. The value obtained for the molar mass is 998.0 u.

Structure (ORCA input):
```
! wB97M-V def2-TZVPD RIJCOSX def2/J DEFGRID3
* xyz 0 1
C 4.772 1.140 4.430
P 3.061 1.353 5.067
C 2.793 -0.304 5.859
C 1.996 1.297 3.573
C 2.566 1.325 2.287
C 1.776 1.303 1.141
C 0.392 1.244 1.278
C -0.196 1.258 2.545
C 0.579 1.302 3.703
C -0.058 1.434 5.066
O -0.048 2.813 5.412
O -1.389 3.231 5.713
C -1.676 1.271 2.553
O -2.342 1.920 3.333
C -2.346 0.461 1.479
C -3.636 -0.261 1.771
C -4.151 -0.078 3.170
O -5.012 0.632 3.541
Br -3.237 -1.268 4.450
C -1.755 0.453 0.270
S -2.485 -0.313 -1.132
C -0.478 1.206 0.085
O -0.190 1.749 -0.958
H 5.289 2.095 4.465
H 5.280 0.437 5.083
H 4.814 0.733 3.426
H 2.560 -0.136 6.907
H 3.674 -0.929 5.760
H 1.940 -0.815 5.419
H 3.636 1.359 2.165
H 2.224 1.313 0.157
H 0.499 0.890 5.822
H -1.073 1.045 5.076
H -1.422 4.032 5.159
H -4.427 0.007 1.074
H -3.431 -1.321 1.623
H -1.663 -1.364 -1.230
C -1.366 -1.598 -5.257
C -2.805 -1.191 -5.103
C -3.463 -0.419 -6.217
O -3.425 -1.468 -4.098
H -1.041 -2.149 -4.381
H -1.246 -2.232 -6.137
H -0.736 -0.716 -5.379
H -3.462 -0.990 -7.148
H -2.935 0.521 -6.383
H -4.486 -0.192 -5.930
C -0.390 -5.077 -2.710
C 0.872 -4.276 -2.945
C 2.069 -4.636 -2.102
O 0.903 -3.390 -3.770
H -1.180 -4.726 -3.369
H -0.202 -6.135 -2.902
H -0.712 -4.973 -1.672
H 2.348 -5.677 -2.273
H 1.827 -4.517 -1.043
H 2.911 -3.997 -2.347
C -5.510 1.521 -2.912
C -6.314 1.877 -4.138
C -7.747 2.297 -3.910
O -5.838 1.823 -5.251
H -4.504 1.227 -3.205
H -5.461 2.371 -2.228
H -5.984 0.692 -2.383
H -7.778 3.179 -3.269
H -8.297 1.497 -3.413
H -8.218 2.525 -4.863
C -6.090 -2.795 -5.456
C -6.745 -2.619 -6.803
C -8.185 -2.161 -6.804
O -6.146 -2.827 -7.834
H -5.062 -3.115 -5.592
H -6.094 -1.852 -4.908
H -6.626 -3.543 -4.869
H -8.267 -1.194 -6.304
H -8.806 -2.880 -6.267
H -8.539 -2.070 -7.827
C 7.417 -4.835 -1.739
C 6.289 -3.841 -1.659
C 6.627 -2.410 -2.000
O 5.166 -4.164 -1.337
H 7.047 -5.824 -1.476
H 7.827 -4.858 -2.749
H 8.219 -4.552 -1.061
H 7.005 -2.350 -3.021
H 7.402 -2.040 -1.328
H 5.738 -1.790 -1.907
C 1.516 4.717 3.514
C 0.467 5.790 3.363
C 0.783 6.931 2.429
O -0.589 5.744 3.960
H 1.173 3.955 4.209
H 1.720 4.258 2.544
H 2.444 5.155 3.886
H 0.962 6.549 1.423
H 1.684 7.448 2.764
H -0.049 7.630 2.408
C 10.978 -6.526 0.131
C 11.369 -5.243 -0.563
C 12.744 -4.700 -0.260
O 10.616 -4.679 -1.324
H 9.973 -6.814 -0.167
H 11.675 -7.322 -0.135
H 11.011 -6.391 1.213
H 13.504 -5.430 -0.540
H 12.840 -4.499 0.808
H 12.904 -3.780 -0.817
C -3.647 4.883 3.949
C -4.884 5.126 3.122
C -6.021 4.152 3.301
O -4.955 6.053 2.345
H -2.907 5.649 3.742
H -3.906 4.908 5.010
H -3.228 3.901 3.718
H -6.355 4.158 4.340
H -5.690 3.143 3.055
H -6.847 4.430 2.650
C 2.875 -2.295 0.652
C 3.589 -2.372 1.981
C 3.587 -3.711 2.677
O 4.135 -1.405 2.465
H 2.944 -1.285 0.257
H 3.325 -2.992 -0.059
H 1.824 -2.562 0.780
H 4.062 -4.461 2.043
H 2.562 -4.028 2.874
H 4.128 -3.636 3.617
C -4.040 6.092 -0.275
C -4.039 4.620 0.044
C -2.719 4.006 0.447
O -5.044 3.948 -0.023
H -5.044 6.405 -0.550
H -3.716 6.660 0.598
H -3.354 6.294 -1.100
H -2.331 4.495 1.344
H -1.993 4.115 -0.361
H -2.877 2.952 0.651
*
```


[2]
# C45H78N19O3S

10 unconnected molecules or ions with the total composition C45H78N19O3S at a distorted geometry (ωB97M-V/def2-TZVPD, the Open Molecules 2025 dataset).

The energy comes out at -3424.98529 a.u. The value obtained for the molar mass is 965.3 u.

Structure (ORCA input):
```
! wB97M-V def2-TZVPD RIJCOSX def2/J DEFGRID3
* xyz 1 1
C -1.619 5.181 2.127
C -2.663 4.445 1.103
N -2.843 3.017 1.480
C -1.801 2.115 0.982
N -0.715 2.647 0.066
C 0.149 1.443 -0.155
N 1.449 1.603 -0.323
C 2.305 0.385 -0.464
C 2.492 -0.327 0.995
C 4.057 -0.762 1.115
C 4.334 -2.232 0.496
N 5.185 -2.201 -0.741
C 4.395 -2.631 -1.931
C 3.741 -4.091 -2.082
O 4.207 -1.820 -2.873
C 2.182 2.915 -0.376
C 3.364 3.001 0.742
C 2.797 3.140 -1.868
C 1.521 3.564 -2.795
N -0.767 0.353 -0.096
C -0.575 -0.936 -0.761
C -0.377 -0.938 -2.346
S 0.598 -2.506 -2.726
C 1.433 -2.292 -4.341
N 1.981 -3.203 -5.260
N 2.428 -2.417 -6.304
C 2.153 -1.064 -5.999
O 1.522 -0.914 -4.726
C -2.197 0.845 0.045
C -2.804 1.164 -1.403
C -3.707 2.474 -1.515
C -3.266 3.597 -2.599
N -4.778 2.753 -0.827
C -3.098 -0.020 1.046
C -4.057 -1.092 0.353
O -5.290 -0.509 -0.189
C -4.568 -2.231 1.407
N -3.833 -3.523 1.280
H -2.072 6.079 2.654
H -1.328 4.360 2.887
H -0.631 5.427 1.580
H -2.413 4.625 0.009
H -3.675 4.961 1.305
H -3.048 2.889 2.476
H -1.319 1.690 1.928
H -0.220 3.237 0.774
H 3.374 0.699 -0.759
H 1.970 -0.351 -1.265
H 2.303 0.429 1.823
H 1.899 -1.294 1.095
H 4.769 0.029 0.703
H 4.305 -0.847 2.240
H 4.905 -2.849 1.275
H 3.320 -2.695 0.232
H 5.905 -2.960 -0.631
H 2.900 -4.258 -1.326
H 4.508 -4.938 -1.960
H 3.264 -4.212 -3.124
H 1.529 3.824 -0.190
H 3.564 4.111 0.957
H 3.026 2.524 1.720
H 4.314 2.462 0.407
H 3.313 2.213 -2.276
H 3.470 4.072 -1.854
H 0.940 2.615 -3.090
H 0.790 4.188 -2.169
H 1.826 4.124 -3.737
H 0.369 -1.433 -0.314
H -1.433 -1.650 -0.475
H -1.346 -0.972 -2.949
H 0.232 -0.020 -2.640
H 2.352 -0.117 -6.585
H -3.394 0.303 -1.877
H -1.897 1.343 -2.098
H -3.744 3.357 -3.623
H -2.129 3.545 -2.792
H -3.505 4.646 -2.229
H -4.915 1.974 -0.161
H -3.748 0.603 1.755
H -2.364 -0.594 1.734
H -3.596 -1.673 -0.515
H -5.959 -0.420 0.548
H -5.666 -2.467 1.134
H -4.609 -1.835 2.484
H -3.071 -3.590 1.964
H -3.522 -3.707 0.320
C -7.342 -1.288 -3.805
C -6.528 -1.337 -2.546
N -5.878 -1.364 -1.548
H -6.688 -1.396 -4.672
H -8.072 -2.099 -3.802
H -7.869 -0.334 -3.872
C -6.146 0.348 4.981
C -6.662 0.185 3.587
N -7.065 0.058 2.497
H -6.979 0.371 5.685
H -5.490 -0.486 5.234
H -5.585 1.280 5.064
C 7.919 -5.483 -1.479
C 7.562 -4.854 -0.168
N 7.287 -4.365 0.879
H 7.039 -5.537 -2.121
H 8.685 -4.887 -1.978
H 8.301 -6.491 -1.315
C 7.002 4.910 1.657
C 5.811 5.282 2.487
N 4.881 5.572 3.135
H 7.896 5.377 2.062
H 7.133 3.828 1.659
H 6.858 5.249 0.629
C 11.233 6.283 1.071
C 10.317 5.102 1.142
N 9.602 4.178 1.197
H 11.247 6.799 2.032
H 12.244 5.954 0.828
H 10.888 6.974 0.301
C -7.148 1.928 8.738
C -5.727 1.562 8.441
N -4.618 1.276 8.207
H -7.245 2.219 9.784
H -7.455 2.763 8.106
H -7.799 1.075 8.543
C 4.552 -8.016 -1.585
C 5.979 -8.347 -1.888
N 7.102 -8.621 -2.130
H 4.450 -7.738 -0.535
H 4.223 -7.184 -2.209
H 3.920 -8.883 -1.787
C -0.079 -3.365 -8.816
C -0.596 -3.537 -10.210
N -1.000 -3.672 -11.298
H -0.911 -3.356 -8.110
H 0.592 -4.186 -8.564
H 0.465 -2.423 -8.736
C -9.545 -3.066 -0.411
C -10.064 -3.146 -1.812
N -10.482 -3.212 -2.913
H -10.378 -3.058 0.294
H -8.909 -3.928 -0.201
H -8.960 -2.154 -0.282
C -1.267 0.200 9.031
C -0.036 1.021 9.252
N 0.926 1.662 9.425
H -1.036 -0.648 8.384
H -1.642 -0.173 9.986
H -2.040 0.808 8.559
*
```


[3]
# C45H81N9O3

12 unconnected molecules or ions with the total composition C45H81N9O3 at a distorted geometry (ωB97M-V/def2-TZVPD, the Open Molecules 2025 dataset).

The energy comes out at -2481.63778 a.u. The SMILES is CC(C)=O.CC(C)=O.CC(C)=O.CCCC#N.CCCC#N.CCCC#N.CCCC#N.CCCC#N.CCCC#N.CCCC#N.CCCC#N.CCCC#N. The value obtained for the molar mass is 796.2 u.

Structure (ORCA input):
```
! wB97M-V def2-TZVPD RIJCOSX def2/J DEFGRID3
* xyz 0 1
C 5.954 -1.833 2.393
C 4.885 -1.274 1.488
C 4.581 -1.990 0.191
O 4.192 -0.357 1.822
H 5.902 -1.319 3.344
H 6.981 -1.624 2.080
H 5.852 -2.899 2.512
H 3.760 -2.707 0.258
H 5.442 -2.549 -0.094
H 4.329 -1.239 -0.570
C -5.525 -2.020 -3.710
C -4.634 -1.225 -2.765
C -4.203 0.167 -3.230
O -4.312 -1.601 -1.693
H -4.869 -2.147 -4.597
H -6.307 -1.448 -4.068
H -5.718 -2.977 -3.233
H -4.147 0.703 -2.305
H -4.970 0.696 -3.862
H -3.233 0.117 -3.743
C -1.621 3.285 -5.621
C -0.773 4.290 -4.761
C -0.666 3.932 -3.299
O -0.230 5.278 -5.217
H -1.972 2.465 -4.972
H -1.069 3.037 -6.505
H -2.474 3.800 -5.989
H -0.258 2.920 -3.283
H -1.697 3.980 -2.810
H -0.012 4.601 -2.833
C -4.568 6.890 -0.841
C -3.819 7.098 -2.180
C -4.319 6.343 -3.369
C -4.455 4.895 -3.113
N -4.500 3.747 -3.178
H -5.601 6.896 -0.969
H -4.374 7.628 -0.041
H -4.305 5.914 -0.406
H -2.783 6.850 -1.969
H -3.842 8.169 -2.425
H -3.628 6.350 -4.199
H -5.256 6.656 -3.703
C 4.453 4.722 0.754
C 4.460 3.217 0.943
C 4.018 2.397 -0.255
C 2.591 2.662 -0.609
N 1.484 2.949 -0.829
H 4.702 5.114 1.742
H 3.480 5.046 0.418
H 5.285 5.027 0.145
H 3.798 3.001 1.802
H 5.487 2.823 1.174
H 4.070 1.303 0.095
H 4.640 2.566 -1.132
C -2.355 0.854 4.230
C -3.007 1.702 5.346
C -2.104 1.760 6.593
C -1.000 2.678 6.333
N -0.169 3.469 6.173
H -1.440 1.366 3.864
H -3.089 0.644 3.403
H -2.128 -0.139 4.620
H -4.043 1.335 5.585
H -3.163 2.662 4.830
H -1.681 0.779 6.828
H -2.687 2.125 7.421
C 1.749 -1.574 -4.811
C 1.522 -0.122 -4.872
C 2.796 0.686 -4.438
C 3.014 0.301 -3.066
N 3.172 0.003 -1.960
H 1.050 -2.219 -5.364
H 1.802 -1.967 -3.810
H 2.701 -1.829 -5.315
H 0.715 0.086 -4.173
H 1.175 0.254 -5.840
H 2.419 1.767 -4.398
H 3.669 0.633 -5.126
C 2.036 1.339 3.746
C 3.022 0.685 4.774
C 2.689 1.076 6.232
C 1.442 0.411 6.657
N 0.529 -0.165 7.033
H 1.032 1.005 3.796
H 2.478 1.203 2.770
H 1.953 2.426 3.916
H 4.062 0.952 4.677
H 3.016 -0.417 4.676
H 2.571 2.157 6.434
H 3.418 0.717 6.992
C -1.995 -3.703 4.119
C -0.411 -3.741 4.035
C 0.093 -2.689 3.086
C 1.438 -2.895 2.600
N 2.511 -3.246 2.379
H -2.472 -4.209 4.953
H -2.416 -4.049 3.147
H -2.293 -2.628 4.181
H -0.075 -4.688 3.622
H 0.056 -3.528 5.010
H 0.134 -1.703 3.618
H -0.472 -2.513 2.252
C -1.539 -3.413 -2.705
C -2.618 -4.374 -2.056
C -2.983 -4.074 -0.622
C -1.872 -4.239 0.287
N -0.909 -4.465 0.884
H -1.945 -2.422 -2.531
H -1.411 -3.415 -3.800
H -0.571 -3.516 -2.210
H -2.257 -5.426 -2.116
H -3.524 -4.320 -2.683
H -3.753 -4.752 -0.216
H -3.318 -3.027 -0.560
C 1.622 -5.838 -2.424
C 1.900 -4.960 -1.168
C 1.919 -5.963 0.042
C 3.183 -6.679 0.103
N 4.162 -7.299 0.157
H 1.395 -5.216 -3.293
H 0.688 -6.451 -2.259
H 2.367 -6.554 -2.686
H 1.167 -4.176 -0.970
H 2.911 -4.409 -1.314
H 1.163 -6.674 -0.162
H 1.728 -5.474 0.933
C -2.001 0.504 0.581
C -0.490 0.363 0.914
C 0.271 -0.490 -0.098
C -0.089 -0.069 -1.418
N -0.468 0.230 -2.474
H -2.636 -0.243 1.020
H -2.110 0.573 -0.500
H -2.343 1.409 1.038
H -0.306 0.048 1.901
H -0.115 1.375 0.938
H -0.005 -1.577 -0.042
H 1.316 -0.368 -0.035
*
```